(1)
DFT (ωB97M-V/def2-TZVPD) results for an isolated molecule of C4H12N2 at a distorted geometry.

Structure (XYZ):
```
18
Properties=species:S:1:pos:R:3:forces:R:3
C 1.264988 0.020410 0.139520 0.1 -0.5 -2.8
C 0.760526 -0.750863 1.337915 -2.4 0.5 0.4
C -0.341347 1.746937 -0.857670 0.7 -0.6 0.3
C -1.057457 -0.831485 0.960690 0.8 0.2 3.3
N 0.230567 0.419541 -0.819187 1.0 0.1 0.7
N -0.101106 -0.517429 -1.838714 0.5 0.0 -0.7
H -1.098526 -0.452012 -2.036889 0.1 -0.3 0.4
H 0.131047 -1.452494 -1.493447 -0.5 0.4 -0.1
H 1.748207 0.930846 0.513423 -0.4 -0.1 -0.1
H 2.052331 -0.516679 -0.404797 0.2 0.0 -0.2
H 1.559000 -0.451076 2.045575 -1.5 2.5 1.4
H 0.705511 -1.606324 2.019813 0.4 -2.4 -2.4
H -1.041577 1.888655 -1.685907 0.2 -0.3 0.1
H 0.453045 2.493664 -0.955442 -0.1 0.2 -0.1
H -0.870576 1.941189 0.079059 -0.2 0.2 0.1
H -1.450867 -0.680473 1.965363 -0.3 -0.7 0.2
H -1.136755 -1.874534 0.664953 0.3 -0.1 0.2
H -1.807013 -0.307871 0.365743 1.1 0.9 -0.5
```
Forces are in eV/Å.

The energy above the lowest of the compared OMol25 structures with the same formula, charge and spin is 151.28 kcal per mole. The value obtained for the HOMO-LUMO gap is 7.809 eV. The highest occupied orbital energy comes out at -0.2508 Ha. The SMILES is CCCN(C)N. Its maximum force is 3.4 eV/Å.


(2)
DFT (ωB97M-V/def2-TZVPD) results for a structure of composition C18H10BrN5O4PtS5 at a distorted geometry.

Structure (XYZ):
```
44
Properties=species:S:1:pos:R:3:forces:R:3
Pt -0.203750 0.843654 -0.660363 -0.9 -1.2 -0.4
O -5.423690 4.701697 1.361231 0.1 0.0 0.0
C -4.499419 4.011903 1.005747 -0.2 -0.1 0.0
S -3.554302 2.985448 2.099837 -0.1 0.1 -0.1
C -2.483258 2.350276 0.875788 0.5 -0.5 0.5
C -2.662668 2.752074 -0.376278 0.2 0.0 -0.8
S -1.646896 2.200591 -1.713223 -0.5 1.0 0.0
S -3.961442 3.881355 -0.678174 0.0 0.1 0.1
S -1.193695 1.216004 1.313265 -0.6 0.4 0.3
N 0.828601 0.493123 -2.408312 0.2 -0.2 0.2
C 1.681254 0.052080 -3.055336 0.1 -0.1 -0.3
C 2.705396 -0.459946 -3.857047 0.0 0.1 0.1
C 2.483149 -1.618793 -4.645237 0.1 0.2 0.1
N 2.303898 -2.561491 -5.287808 0.0 0.0 0.0
C 3.960633 0.202254 -3.853137 -0.2 -0.1 -0.1
N 4.973611 0.759123 -3.839563 0.0 0.0 0.0
N -0.006265 -1.455204 -0.265643 0.6 0.3 0.4
C -0.781524 -2.164148 0.715129 0.0 0.1 0.0
C -0.249563 -2.384456 1.974915 0.0 0.0 0.1
C -0.963287 -3.114756 2.913605 -0.1 0.0 0.1
C -2.218892 -3.625564 2.606006 0.3 0.0 -0.4
C -2.759541 -3.356177 1.353074 0.0 0.0 0.1
C -2.051274 -2.624061 0.410351 -0.1 0.0 0.0
S -3.065528 -4.734293 3.731333 -0.1 0.2 0.2
O -2.627195 -6.064587 3.336796 0.1 -0.1 -0.1
O -2.595468 -4.328526 5.049073 0.0 0.0 0.0
O -4.476577 -4.482376 3.477323 0.0 0.0 0.0
H -0.211055 -1.762322 -1.206873 -0.1 0.0 0.0
H 0.978697 -1.608929 -0.086876 0.0 -0.2 -0.1
H 0.732328 -1.990336 2.220564 0.0 0.0 0.0
H -0.555495 -3.297719 3.899541 0.0 0.0 0.0
H -3.750039 -3.728718 1.125431 0.0 0.0 0.0
H -2.485279 -2.410709 -0.560540 0.0 0.0 0.0
Br 2.461180 5.804255 -1.249179 0.0 0.1 0.0
C 2.762095 3.987503 -0.828898 -0.1 -0.2 0.1
C 3.941568 3.365543 -1.190109 0.2 0.1 -0.1
C 4.114042 2.036260 -0.845605 -0.1 -0.1 0.1
C 3.082092 1.395622 -0.176440 0.1 0.1 -0.1
N 1.930289 1.987139 0.131932 0.6 0.1 0.3
C 1.773385 3.271060 -0.169921 0.1 0.0 0.0
H 4.705360 3.905900 -1.733577 0.0 0.0 0.0
H 5.010438 1.497379 -1.117669 0.0 0.0 0.0
H 3.172203 0.350857 0.103093 0.0 0.0 0.0
H 0.825882 3.722011 0.101772 0.0 0.0 0.0
```
Forces are in eV/Å.

The energy above the lowest of the compared OMol25 structures with the same formula, charge and spin is 14.53 kcal per mole. The value obtained for the HOMO-LUMO gap is 6.056 eV. The highest occupied orbital energy comes out at -0.0930 Ha. The net charge is -2. Its maximum force is 1.6 eV/Å.


(3)
DFT (ωB97M-V/def2-TZVPD) results for an isolated molecule of C3H5N3OS at a distorted geometry.

Structure (XYZ):
```
13
Properties=species:S:1:pos:R:3:forces:R:3
C 1.055574 0.220775 0.063294 -1.0 -1.8 0.0
C -1.352456 -0.735614 0.080751 -0.1 1.4 -0.7
C -2.233808 0.515012 -0.027615 2.8 1.5 -0.3
H 1.665987 1.996465 0.261058 -2.5 -0.6 0.5
H -0.108832 1.844014 -0.015964 -0.4 0.3 0.1
H 0.302445 -1.620510 -0.276534 1.2 -0.9 -0.2
H -1.322006 -2.634153 0.191957 -1.0 0.8 -0.3
H -3.231612 0.221051 0.148038 -1.7 0.1 0.1
N 0.731256 1.460649 0.383583 3.4 2.1 -0.3
N 0.015816 -0.700233 -0.083017 -0.3 0.8 0.2
N -1.995223 -1.825724 0.106339 0.4 -1.1 0.7
O -1.834109 1.656586 -0.275884 -1.4 -2.4 0.4
S 2.580505 -0.350215 -0.103024 0.8 -0.1 -0.1
```
Forces are in eV/Å.

The energy above the lowest of the compared OMol25 structures with the same formula, charge and spin is 30.38 kcal per mole. The value obtained for the HOMO-LUMO gap is 7.906 eV. The highest occupied orbital energy comes out at -0.3228 Ha. The SMILES is [H]/N=C(/C=O)NC(N)=S. Its maximum force is 4.0 eV/Å.


(4)
DFT (ωB97M-V/def2-TZVPD) results for an isolated molecule of C21H21N3O6 at a distorted geometry.

Structure (XYZ):
```
51
Properties=species:S:1:pos:R:3:forces:R:3
C -7.165637 -0.523243 0.776935 -0.1 0.0 0.2
H -7.216101 0.337454 1.451370 0.0 0.0 0.0
O -6.358301 -0.254177 -0.344671 0.2 0.1 -0.2
C -5.048857 0.043181 -0.150149 0.2 0.1 0.0
C -4.415577 0.104255 1.087729 -0.4 -0.1 -0.1
C -3.073566 0.427529 1.161581 0.2 0.2 -0.3
C -2.333772 0.701247 0.015904 -0.6 -0.1 0.1
C -2.961242 0.604876 -1.225511 0.1 -0.1 0.2
C -4.299007 0.288496 -1.302878 -0.2 0.0 0.2
H -4.792636 0.213189 -2.258218 -0.1 0.0 -0.1
H -2.397609 0.751929 -2.131359 0.1 0.0 -0.1
N -0.971230 0.994475 0.157729 0.6 0.0 0.3
C -0.192232 1.847197 -0.550080 0.2 0.2 0.1
C 1.159436 1.881092 -0.334274 0.0 -0.1 0.2
C 2.102120 2.747406 -0.995893 -0.7 0.3 -0.3
O 1.902955 3.585516 -1.855101 0.4 -0.1 0.1
C 3.465697 2.426731 -0.393606 0.6 0.2 0.1
O 4.530880 2.949486 -0.627578 -0.1 0.1 -0.2
N 3.272100 1.432737 0.513928 -0.2 0.0 0.1
C 4.342363 0.951346 1.347179 0.4 -0.2 -0.2
C 4.949489 -0.385895 0.888298 0.2 0.4 0.1
H 4.973399 -0.421244 -0.202130 0.1 0.1 0.1
O 4.210913 -1.513227 1.296699 -0.1 -0.3 0.2
H 4.274397 -1.598784 2.254607 0.0 0.0 -0.1
H 5.979775 -0.449669 1.260365 0.0 0.0 -0.1
H 3.984836 0.859863 2.379926 0.1 0.0 0.0
H 5.120992 1.718272 1.299496 -0.1 -0.1 0.1
C 1.907839 0.968469 0.617954 -0.4 0.0 -0.1
C 1.762117 -0.475606 0.190826 -0.2 -0.3 0.1
C 1.183932 -1.419404 1.032422 0.1 0.2 -0.3
C 1.048271 -2.730706 0.625740 0.0 -0.4 -0.2
C 1.496674 -3.096288 -0.636170 0.1 1.2 0.5
C 2.072448 -2.164241 -1.491641 0.0 -0.3 0.0
C 2.196145 -0.856033 -1.075426 -0.1 0.0 0.2
H 2.639938 -0.117950 -1.726806 0.1 0.1 -0.1
H 2.414991 -2.481428 -2.464535 0.0 0.0 0.0
N 1.366665 -4.466204 -1.060491 -0.1 -0.5 -0.1
O 1.773332 -4.756406 -2.164816 0.1 -0.1 -0.3
O 0.851951 -5.247720 -0.287969 -0.1 -0.2 0.1
H 0.611628 -3.479216 1.268805 0.0 0.0 0.0
H 0.858682 -1.135308 2.024069 0.0 0.1 0.1
H 1.566638 1.082694 1.660974 0.0 -0.1 -0.1
C -0.830559 2.789165 -1.512060 -0.1 0.2 0.0
H -0.290023 3.733086 -1.501871 0.0 -0.1 0.0
H -1.875996 2.951042 -1.263295 0.0 0.0 0.0
H -0.757286 2.406594 -2.528963 0.0 0.0 -0.1
H -0.526211 0.527137 0.934822 0.0 0.0 -0.2
H -2.593568 0.473002 2.128844 0.1 0.0 0.1
H -4.953723 -0.097321 1.999886 -0.1 0.0 0.1
H -8.158829 -0.728383 0.381411 0.1 0.0 0.1
H -6.808624 -1.399030 1.327995 0.0 0.0 0.0
```
Forces are in eV/Å.

The energy above the lowest of the compared OMol25 structures with the same formula, charge and spin is 81.93 kcal per mole. The value obtained for the HOMO-LUMO gap is 7.620 eV. The highest occupied orbital energy comes out at -0.3001 Ha. The SMILES is COc1ccc(N/C(C)=C2/C(=O)C(=O)N(CCO)[C@@H]2c2ccc([N+](=O)[O-])cc2)cc1. Its maximum force is 1.3 eV/Å.